(1)
The following is a quantum chemistry calculation of a cluster of 3 separate species, C3H7ClO2S in total, from the Open Molecules 2025 dataset.

Results
ΔE to the lowest compared entry with this formula, charge and spin in kJ/mol: 96.5
Multiplicity: 1
LUMO level in eV: -1.143
Charge: 0
HOMO energy in eV: -9.1
Energy in Ha: -1127.29208
Gap between HOMO and LUMO in eV: 8.002

Structure (XYZ):
```
14
C3H7ClO2S | the Open Molecules 2025 dataset | wB97M-V/def2-TZVPD
C -0.4041 1.5372 0.4616
C -1.5530 -0.4261 -0.4717
C -0.8703 0.2680 0.5715
O 1.0608 -2.4493 -0.6458
O 1.4436 -0.9384 1.1415
S 2.0839 -1.8583 0.2402
Cl 2.7781 0.5646 -1.1341
H -0.5309 2.0615 -0.4570
H -0.0180 2.2275 1.2543
H 2.2462 1.0120 -0.0999
H -1.6500 -1.5657 -0.3498
H -1.2352 -0.1820 -1.5192
H -2.6273 -0.1956 -0.5092
H -0.7240 -0.0555 1.5179
```

Quick look at the Löwdin charges, all values in e: -0.036 -0.136 -0.285 -0.445 -0.491 0.821 0.389 0.039 0.072 -0.254 0.099 0.099 0.078 0.051



(2)
The following is a quantum chemistry calculation of a cluster of 2 separate species, C3H7ClOS in total, from the Open Molecules 2025 dataset.

Results
ΔE to the lowest compared entry with this formula, charge and spin in kJ/mol: 318.6
Multiplicity: 1
LUMO level in eV: 0.484
Charge: 0
HOMO energy in eV: -8.9
Energy in Ha: -1052.00354
Gap between HOMO and LUMO in eV: 9.382

Structure (XYZ):
```
13
C3H7ClOS | the Open Molecules 2025 dataset | wB97M-V/def2-TZVPD
C 1.6391 -0.5673 -1.0785
C 1.7410 0.5887 -0.1309
C -2.2662 0.0470 1.3280
O -3.0595 -0.8341 1.8096
S -2.8494 0.7404 -0.1630
Cl 2.4049 0.0367 1.4434
H 0.9282 -0.2570 -1.8065
H 1.2506 -1.2656 -0.4678
H 2.5575 -0.9953 -1.4594
H 0.7307 1.0538 0.1870
H 2.4721 1.3471 -0.4696
H -3.7800 -1.1060 1.3509
H -1.7690 1.2115 -0.5432
```

Quick look at the Löwdin charges, all values in e: -0.175 -0.641 -0.513 -0.044 0.775 0.503 0.067 0.010 0.084 0.076 0.065 0.029 -0.235



(3)
The following is a quantum chemistry calculation of an isolated molecule of C3H7ClS2, from the Open Molecules 2025 dataset.

Results
ΔE to the lowest compared entry with this formula, charge and spin in kJ/mol: 26.0
Multiplicity: 1
LUMO level in eV: 0.641
Charge: 0
HOMO energy in eV: -9.3
Energy in Ha: -1375.04666
Gap between HOMO and LUMO in eV: 9.894

Structure (XYZ):
```
13
C3H7ClS2 | the Open Molecules 2025 dataset | wB97M-V/def2-TZVPD
S 2.4243 1.2247 0.1422
C 0.5487 1.0092 0.3402
C 0.0852 -0.2654 -0.3303
S -0.0455 0.0017 -2.0864
C -1.2111 -0.8947 0.2899
Cl -2.5988 0.2109 0.3027
H 2.9037 0.4563 1.2188
H 0.2433 1.8933 -0.1014
H 0.2472 1.0723 1.3923
H 0.8617 -1.0323 -0.0698
H -0.9573 -0.9101 -2.2592
H -1.0371 -0.9760 1.3344
H -1.4643 -1.7898 -0.1735
```

Quick look at the Löwdin charges, all values in e: 0.647 -0.573 -0.834 0.773 -0.599 0.565 -0.120 0.018 0.083 0.100 -0.156 0.051 0.045



(4)
The following is a quantum chemistry calculation of a cluster of 4 separate species, C3H7F in total, from the Open Molecules 2025 dataset.

Results
ΔE to the lowest compared entry with this formula, charge and spin in kJ/mol: 847.5
Multiplicity: 1
LUMO level in eV: -0.361
Charge: 0
HOMO energy in eV: -9.9
Energy in Ha: -218.03938
Gap between HOMO and LUMO in eV: 9.579

Structure (XYZ):
```
11
C3H7F | the Open Molecules 2025 dataset | wB97M-V/def2-TZVPD
C 0.3458 -0.2972 1.2162
C -0.1171 -0.4487 -0.1301
C -0.0454 0.6807 -1.0350
H 0.1087 1.2937 1.6753
H -0.8482 -1.2353 1.7078
H 1.9535 -0.9979 1.5019
H 0.2792 -1.2207 -0.8646
H -1.0714 -1.0141 -0.2669
H 0.0625 0.5925 -2.1257
H 0.7555 1.3459 -0.8103
F -1.4231 1.3011 -0.8686
```

Quick look at the Löwdin charges, all values in e: -0.163 -0.542 -0.177 0.219 0.181 0.184 0.137 0.106 0.117 0.094 -0.156



(5)
The following is a quantum chemistry calculation of an isolated molecule of C3H7F2N, from the Open Molecules 2025 dataset.

Results
ΔE to the lowest compared entry with this formula, charge and spin in kJ/mol: 336.4
Multiplicity: 1
LUMO level in eV: 0.976
Charge: 0
HOMO energy in eV: -9.9
Energy in Ha: -372.87903
Gap between HOMO and LUMO in eV: 10.856

Structure (XYZ):
```
13
C3H7F2N | the Open Molecules 2025 dataset | wB97M-V/def2-TZVPD
N 0.6556 1.3861 -0.2705
C 0.0888 0.0930 -0.3273
C 0.8428 -0.8337 0.5019
F 1.8321 -1.4238 -0.4883
C -1.3208 0.0361 0.0793
F -1.8768 -1.2116 -0.5395
H 0.3232 2.2614 -0.7116
H 1.5148 1.2527 -0.7411
H 0.2317 -0.4175 -1.2695
H -0.0659 -1.6336 0.9465
H 1.4072 -0.2617 1.4321
H -2.1309 0.9038 0.0886
H -1.5020 -0.1512 1.2993
```

Quick look at the Löwdin charges, all values in e: 0.050 -0.527 -0.109 -0.132 -0.129 -0.128 0.104 0.065 0.145 0.179 0.173 0.149 0.158



(6)
The following is a quantum chemistry calculation of a cluster of 2 separate species, C3H7F2NO in total, from the Open Molecules 2025 dataset.

Results
ΔE to the lowest compared entry with this formula, charge and spin in kJ/mol: 438.4
Multiplicity: 1
LUMO level in eV: 0.667
Charge: 0
HOMO energy in eV: -8.4
Energy in Ha: -448.02951
Gap between HOMO and LUMO in eV: 9.076

Structure (XYZ):
```
14
C3H7F2NO | the Open Molecules 2025 dataset | wB97M-V/def2-TZVPD
C -0.0869 0.1220 1.4820
C 0.2901 0.3175 -1.0855
C -0.4313 -0.3165 0.0913
N -2.1638 0.8014 -0.2379
O -0.6478 -1.6190 0.0177
F -2.7856 0.2944 -1.3460
F -3.0614 0.6188 0.7603
H -0.4065 -0.4310 2.3848
H -0.5108 1.1494 1.6212
H 1.0146 0.1706 1.3919
H 1.2723 -0.0055 -1.0852
H -0.2616 -0.1474 -2.0665
H 0.0957 1.4021 -1.3021
H -1.2024 -1.9080 -0.8045
```

Quick look at the Löwdin charges, all values in e: -0.028 -0.038 -0.488 -0.077 0.034 -0.086 -0.069 0.098 0.098 0.094 0.050 0.134 0.100 0.179



(7)
The following is a quantum chemistry calculation of an isolated molecule of C3H7FN2O, from the Open Molecules 2025 dataset.

Results
ΔE to the lowest compared entry with this formula, charge and spin in kJ/mol: 113.7
Multiplicity: 1
LUMO level in eV: 0.844
Charge: 0
HOMO energy in eV: -9.2
Energy in Ha: -403.06611
Gap between HOMO and LUMO in eV: 10.092

Structure (XYZ):
```
14
C3H7FN2O | the Open Molecules 2025 dataset | wB97M-V/def2-TZVPD
N 0.8900 -0.0433 -1.9398
N 1.0616 0.5045 -0.7253
C 0.3017 0.2279 0.2724
C -0.7554 -0.8748 0.2918
O -1.4758 -0.9917 -0.9446
C 0.2856 1.0584 1.4965
F 0.4544 0.2825 2.6508
H 0.4189 -0.9690 -1.9193
H 1.7601 -0.0365 -2.3944
H -0.2789 -1.8421 0.4711
H -1.4727 -0.6590 1.0726
H -1.5938 -0.0696 -1.2699
H -0.6686 1.5742 1.5634
H 1.0730 1.8386 1.3747
```

Quick look at the Löwdin charges, all values in e: 0.025 0.002 -0.290 -0.184 -0.097 -0.168 -0.049 0.101 0.070 0.129 0.111 0.106 0.118 0.128



(8)
The following is a quantum chemistry calculation of a cluster of 2 separate species, C3H7FN2O2 in total, from the Open Molecules 2025 dataset.

Results
ΔE to the lowest compared entry with this formula, charge and spin in kJ/mol: 276.2
Multiplicity: 1
LUMO level in eV: 0.122
Charge: 0
HOMO energy in eV: -7.2
Energy in Ha: -478.29361
Gap between HOMO and LUMO in eV: 7.352

Structure (XYZ):
```
15
C3H7FN2O2 | the Open Molecules 2025 dataset | wB97M-V/def2-TZVPD
C 0.7000 -1.9882 0.4479
C -0.2125 0.7749 -0.6775
C -0.5305 -0.0266 0.5052
N -1.7608 -0.6431 0.2707
N 1.2672 1.0756 -0.6258
O 0.0529 -2.7573 1.0519
O 1.7004 -1.6389 -0.0319
F -0.3480 0.9198 1.7113
H -0.7829 1.8000 -0.8330
H -0.3734 0.1824 -1.5793
H -2.4516 0.0719 0.3544
H -1.9449 -1.2897 1.0035
H 1.7321 0.1787 -0.5466
H 1.4439 1.5976 0.2268
H 1.5079 1.7429 -1.2776
```

Quick look at the Löwdin charges, all values in e: -0.522 -0.176 -0.414 0.060 0.190 0.134 0.089 -0.160 0.156 0.127 0.069 0.065 0.110 0.155 0.118



(9)
The following is a quantum chemistry calculation of a cluster of 2 separate species, C3H7FO2 in total, from the Open Molecules 2025 dataset.

Results
ΔE to the lowest compared entry with this formula, charge and spin in kJ/mol: 349.6
Multiplicity: 1
LUMO level (spin up / spin down) in eV: 0.887 / 0.878
Charge: 0
HOMO energy (spin up / spin down) in eV: -7.7 / -8.0
Energy in Ha: -368.69469
Gap between HOMO and LUMO (spin up / spin down) in eV: 8.557 / 8.857

Structure (XYZ):
```
13
C3H7FO2 | the Open Molecules 2025 dataset | wB97M-V/def2-TZVPD
C -1.2802 -0.5750 0.1155
C -0.2021 0.2550 0.7723
C 2.0818 -0.2954 -0.2810
O -0.1757 1.6362 0.6086
O 2.3225 1.0339 -0.3387
F 2.9790 -1.0444 0.4442
H -1.0184 -1.7155 -0.0673
H -1.4150 -0.3568 -0.8878
H -2.2322 -0.3935 0.6702
H -0.0297 0.0425 1.8502
H 2.0302 -0.7030 -1.3163
H -0.3092 1.6091 -0.3028
H 2.3794 1.1031 0.6199
```

Quick look at the Löwdin charges, all values in e: -0.103 -0.244 -0.256 -0.005 -0.003 -0.013 0.124 0.029 0.088 0.112 0.120 0.054 0.095



(10)
The following is a quantum chemistry calculation of a structure of composition C3H7FO3, from the Open Molecules 2025 dataset.

Results
ΔE to the lowest compared entry with this formula, charge and spin in kJ/mol: 233.2
Multiplicity: 1
LUMO level in eV: 0.785
Charge: 0
HOMO energy in eV: -10.1
Energy in Ha: -444.00916
Gap between HOMO and LUMO in eV: 10.848

Structure (XYZ):
```
14
C3H7FO3 | the Open Molecules 2025 dataset | wB97M-V/def2-TZVPD
C -1.9543 -0.1919 0.6425
C 2.0594 -0.2978 -0.5075
C 0.0272 0.9068 0.2532
O -0.5851 1.4248 -1.4446
O -1.0325 0.7646 1.0627
O 0.7909 -0.1702 0.1688
F 0.6909 2.0115 0.5432
H -2.9435 0.2389 0.7914
H -1.8342 -1.0182 1.2953
H -1.7492 -0.5807 -0.3226
H 2.5650 0.6113 -0.4459
H 1.9554 -0.6298 -1.6046
H 2.4587 -1.0914 0.1843
H 0.0934 2.0359 -1.7143
```

Quick look at the Löwdin charges, all values in e: -0.053 -0.003 -0.545 -0.122 0.012 -0.025 0.150 0.109 0.083 0.089 0.063 0.126 0.119 -0.004